ORCA calculation (ωB97M-V with the def2-TZVPD basis set) on a 15-piece molecular cluster, C77H172B6F24N9O2 overall at a distorted geometry.

Summary:
- Total charge: +3
- Molar mass: 1777.11 g/mol
- Kohn-Sham gap: 7.770 eV
- Energy: -169437.0526 eV
- Strongest force on any atom: 0.1218 hartree/bohr
- Lowest unoccupied orbital energy: -7.57 eV

Last column: Mulliken charge in e.
CARTESIAN COORDINATES (ANGSTROEM)
C1 2.78277 -4.75531 2.68866  -1.568
C2 3.33432 -6.11797 2.29318  1.161
C3 2.19928 -7.12954 1.94740  -0.743
C4 2.65151 -8.53765 1.53672  -0.456
C5 4.13720 -8.71628 1.12503  -1.488
C6 4.58794 -7.45775 0.28193  1.502
N1 4.34849 -6.18133 1.17146  0.734
O1 5.03527 -5.13997 0.90529  -0.289
C7 3.83265 -7.24828 -1.03933  -1.262
C8 6.01438 -7.48312 0.04898  -1.806
C9 4.13898 -6.68140 3.48777  -1.341
H1 1.97862 -4.81730 3.47860  0.401
H2 2.39206 -4.32276 1.72155  -0.081
H3 3.53205 -4.17215 3.14854  0.586
H4 1.60332 -6.61190 1.23144  -0.170
H5 1.64528 -7.22274 2.89218  0.772
H6 2.06802 -8.81429 0.59162  0.258
H7 2.40767 -9.33269 2.25111  0.413
H8 4.10129 -9.60854 0.52657  0.530
H9 4.84711 -9.07638 1.87707  0.376
H10 4.33526 -6.66506 -1.79634  0.463
H11 2.82255 -6.91041 -0.79217  0.083
H12 3.80872 -8.29291 -1.44292  0.459
H13 6.28115 -6.49974 -0.32794  0.340
H14 6.27351 -8.10862 -0.78739  0.419
H15 6.59633 -7.77580 0.91349  0.394
H16 4.81007 -5.96155 3.91290  0.378
H17 4.72019 -7.57495 3.20989  0.331
H18 3.31358 -6.89989 4.22960  0.412
C10 -8.87533 4.43566 -1.01410  -1.429
C11 -7.78429 3.52288 -1.55076  0.044
C12 -6.66080 4.27276 -2.17224  -1.021
N2 -5.88921 3.52409 -3.17476  0.213
C13 -6.74626 3.08432 -4.32046  -0.670
C14 -5.86739 2.66462 -5.46446  -0.095
C15 -4.84992 3.69576 -5.86354  -1.140
C16 -3.99690 4.19064 -4.70714  0.518
C17 -4.81881 4.56986 -3.54631  -0.770
C18 -5.38639 2.28418 -2.46063  0.040
H19 -9.32150 4.04740 -0.10663  0.347
H20 -9.63742 4.67198 -1.83626  0.354
H21 -8.39709 5.42270 -0.78437  0.373
H22 -8.24093 2.81661 -2.22321  0.410
H23 -7.38192 2.98911 -0.68841  -0.118
H24 -5.97027 4.59936 -1.41172  0.784
H25 -7.06684 5.18365 -2.71728  0.581
H26 -7.40904 3.91621 -4.56713  0.465
H27 -7.45852 2.32663 -3.86549  0.500
H28 -6.45709 2.51959 -6.42227  0.419
H29 -5.32836 1.74474 -5.25472  -0.210
H30 -5.27429 4.58082 -6.29625  0.399
H31 -4.14015 3.29760 -6.62803  0.423
H32 -3.39476 5.05229 -4.98161  0.647
H33 -3.21516 3.37895 -4.49062  -0.673
H34 -5.47023 5.38969 -3.77482  0.621
H35 -4.26475 4.78728 -2.59766  0.264
H36 -6.11140 1.48224 -2.34871  0.283
H37 -4.93685 2.66061 -1.51161  -0.115
H38 -4.58743 1.90391 -3.07992  -0.456
C19 5.79750 0.70135 3.46847  -1.457
C20 6.53935 0.39652 2.11428  0.698
C21 5.62313 -0.25235 1.11385  0.054
N3 6.26920 -0.82078 -0.17433  1.510
C22 7.19375 -1.96707 0.15578  -1.159
C23 7.52348 -2.85802 -1.04829  -1.109
C24 6.34597 -3.27522 -1.81367  -0.071
C25 5.50132 -2.10770 -2.18602  -0.146
C26 5.04592 -1.36657 -0.99162  1.072
C27 7.16578 0.20637 -0.75530  -0.795
H39 6.39831 1.11256 4.29674  0.405
H40 5.34859 -0.22448 3.84363  0.513
H41 4.99201 1.38646 3.40199  0.167
H42 7.36119 -0.32952 2.39124  0.381
H43 7.08997 1.32721 1.73682  -0.606
H44 4.82166 0.39056 0.69724  -0.268
H45 5.11960 -1.11263 1.59812  0.183
H46 6.58829 -2.54054 0.81833  0.644
H47 8.07662 -1.60874 0.58214  0.471
H48 8.01430 -3.68735 -0.50400  0.602
H49 8.21971 -2.42517 -1.73077  0.346
H50 5.80215 -3.98625 -1.20487  -0.578
H51 6.60502 -3.85989 -2.67053  0.717
H52 4.60603 -2.43143 -2.78105  -0.424
H53 5.98848 -1.49563 -2.93956  0.528
H54 4.34521 -1.95659 -0.38556  -0.281
H55 4.54851 -0.42010 -1.34881  -0.932
H56 7.89118 0.43683 0.00308  0.426
H57 6.57637 1.04981 -1.13112  -0.183
H58 7.56305 -0.16692 -1.71333  0.450
C28 -5.22431 3.16532 8.49437  -1.405
C29 -4.67830 3.32197 7.09363  0.222
C30 -3.16264 3.29039 7.18446  -1.028
N4 -2.42156 3.40021 5.86320  0.542
C31 -0.97840 3.22457 6.20147  -0.881
C32 -0.49617 1.81844 6.46650  -1.360
C33 -0.84085 0.80601 5.41789  0.315
C34 -2.35246 0.94274 5.23096  -0.406
C35 -2.80290 2.30324 4.82703  0.045
C36 -2.52644 4.80851 5.29046  -0.907
H59 -4.96960 2.15135 8.91160  0.321
H60 -6.31675 3.27040 8.53720  0.399
H61 -4.82617 3.87760 9.22944  0.356
H62 -5.02925 4.18216 6.52861  0.387
H63 -4.93003 2.43138 6.50398  0.020
H64 -2.86965 2.38455 7.68043  0.418
H65 -2.80504 4.14244 7.85030  0.532
H66 -0.74517 3.83070 7.13470  0.263
H67 -0.44759 3.73669 5.42834  0.857
H68 -0.80892 1.49756 7.46757  0.391
H69 0.56228 1.90740 6.48127  0.618
H70 -0.50682 -0.19353 5.69167  0.728
H71 -0.34237 0.95094 4.46134  -0.850
H72 -2.93116 0.64970 6.17911  0.363
H73 -2.67132 0.24792 4.48383  0.209
H74 -3.84650 2.26002 4.67259  0.637
H75 -2.43518 2.76984 3.88745  -1.057
H76 -3.50711 5.21757 5.24908  0.317
H77 -2.00520 4.78005 4.31170  0.261
H78 -1.95321 5.40474 5.96331  0.438
C37 -0.41635 -7.03340 -2.49462  -1.459
C38 -1.64249 -6.50953 -1.74872  -0.249
C39 -2.15789 -5.18177 -2.25242  -0.536
N5 -3.44750 -4.82000 -1.59983  0.851
C40 -3.98077 -3.48767 -2.13662  -0.415
C41 -4.48628 -3.70357 -3.55741  -0.500
C42 -5.50296 -4.85560 -3.54721  -0.859
C43 -4.98544 -6.18456 -3.02957  -0.988
C44 -4.46119 -5.90071 -1.63321  -0.700
C45 -3.10750 -4.55763 -0.15730  -1.494
H79 -0.20204 -8.06129 -2.19491  0.413
H80 0.44627 -6.29017 -2.34830  0.214
H81 -0.46437 -7.18069 -3.61482  0.379
H82 -1.36932 -6.39739 -0.69940  0.196
H83 -2.32746 -7.33970 -1.81581  0.287
H84 -2.17176 -5.33828 -3.33784  0.464
H85 -1.51126 -4.30106 -2.14277  0.287
H86 -3.11026 -2.82906 -2.17499  -0.075
H87 -4.72960 -3.07603 -1.40278  0.180
H88 -3.64989 -3.99969 -4.20156  0.308
H89 -4.79759 -2.73221 -3.92783  0.359
H90 -5.89162 -4.93005 -4.54727  0.479
H91 -6.23899 -4.64733 -2.82886  0.278
H92 -4.27567 -6.71183 -3.64937  0.340
H93 -5.77492 -6.88313 -2.91105  0.518
H94 -4.11344 -6.73356 -1.00496  0.610
H95 -5.31654 -5.38167 -1.12547  0.442
H96 -3.91916 -4.01395 0.33201  0.438
H97 -2.16305 -3.98836 -0.10986  0.418
H98 -3.11099 -5.55276 0.27969  0.590
C46 9.54805 3.31238 1.12649  -1.591
C47 8.14737 3.88458 0.75869  0.413
C48 7.50950 4.57048 1.99569  -0.572
N6 6.25854 5.33600 1.66465  0.675
C49 5.76627 5.87851 2.92563  -0.765
C50 4.58349 6.89398 2.77668  -0.151
C51 5.07354 8.06507 1.79998  -1.059
C52 5.61881 7.48509 0.58055  -0.361
C53 6.73324 6.49847 0.85083  -0.657
C54 5.25006 4.45206 0.94851  -2.166
H99 9.37035 2.61384 1.93130  0.327
H100 10.28535 4.01177 1.43134  0.447
H101 9.89147 2.62845 0.30282  0.360
H102 7.54085 2.96383 0.50854  -0.563
H103 8.19375 4.52011 -0.12183  0.479
H104 8.25318 5.27675 2.43571  0.480
H105 7.31091 3.81129 2.79084  0.533
H106 6.60951 6.33375 3.43369  0.498
H107 5.35480 4.96981 3.43171  0.402
H108 4.31459 7.24012 3.77994  0.554
H109 3.74767 6.39047 2.35953  -0.210
H110 5.80120 8.60437 2.41277  0.341
H111 4.21106 8.68423 1.66433  0.468
H112 5.98676 8.30139 -0.05156  0.426
H113 4.83773 6.95683 0.01991  0.181
H114 7.54455 6.95025 1.39952  0.448
H115 7.15198 6.03767 -0.07906  0.372
H116 5.80532 4.01563 0.18025  0.599
H117 4.33262 4.90985 0.73558  0.563
H118 5.09069 3.66467 1.66786  0.288
C55 1.71256 -1.37346 1.85385  -1.437
C56 1.19132 0.08849 1.69076  1.366
C57 0.25638 0.23707 0.54083  0.755
N7 -0.35001 1.54640 0.33964  1.464
C58 0.73308 2.50946 0.07959  0.242
C59 0.21376 3.88019 -0.26591  -0.744
C60 -0.71500 3.80814 -1.46815  -1.296
C61 -1.86166 2.86805 -1.30022  1.288
C62 -1.33823 1.51025 -0.84463  0.553
C63 -1.08809 1.95037 1.63275  -0.388
H119 2.34637 -1.48290 2.75291  0.666
H120 2.26093 -1.66420 0.96163  -0.125
H121 0.92639 -2.12866 1.96922  0.488
H122 2.08800 0.63521 1.49823  -0.316
H123 0.70174 0.22949 2.64892  -0.691
H124 -0.61742 -0.46498 0.66311  -0.690
H125 0.83541 0.00289 -0.38927  -0.167
H126 1.28545 2.25807 -0.80988  -0.247
H127 1.49607 2.54064 0.82541  -0.240
H128 1.01449 4.61539 -0.45073  0.566
H129 -0.26877 4.20433 0.66843  0.184
H130 -0.10855 3.39915 -2.26408  0.153
H131 -1.14917 4.77917 -1.70274  0.617
H132 -2.30326 2.65620 -2.28457  -0.458
H133 -2.60887 3.26126 -0.72885  -0.366
H134 -0.69891 1.12916 -1.64887  -0.649
H135 -2.14080 0.78182 -0.62606  0.017
H136 -1.65988 1.09795 1.95984  0.090
H137 -1.62349 2.84868 1.40226  0.768
H138 -0.31519 2.23256 2.33443  -0.377
C64 4.93609 -0.70888 -6.16844  -1.333
C65 3.54594 -1.20372 -5.70871  0.117
C66 2.60396 -0.03163 -5.52174  -0.637
N8 1.23648 -0.45887 -5.05886  1.033
C67 0.38138 0.70159 -5.17818  0.174
C68 -0.05869 1.20744 -6.56368  -0.887
C69 -0.71844 0.12913 -7.46221  -0.637
C70 0.31486 -1.06554 -7.33235  -1.239
C71 0.61074 -1.49089 -5.92029  -0.510
C72 1.25546 -1.02708 -3.66332  -0.093
H139 5.24864 -0.08116 -5.32264  0.160
H140 4.75790 -0.02139 -7.03200  0.335
H141 5.69848 -1.40862 -6.33233  0.437
H142 3.55329 -1.69382 -4.76035  -0.143
H143 3.11728 -1.87676 -6.43661  0.412
H144 2.48583 0.46419 -6.49407  0.692
H145 3.01187 0.69455 -4.80912  0.084
H146 1.01929 1.41252 -4.63172  -0.109
H147 -0.53488 0.45701 -4.65546  -0.105
H148 0.80062 1.58454 -7.17371  0.453
H149 -0.68107 2.11075 -6.32637  0.273
H150 -0.76206 0.46891 -8.46524  0.553
H151 -1.65782 -0.27889 -7.11758  0.154
H152 1.13618 -0.65618 -7.89930  0.253
H153 -0.20821 -1.89885 -7.78284  0.558
H154 1.26298 -2.34626 -5.83335  0.754
H155 -0.35414 -1.72902 -5.37934  0.173
H156 1.65487 -2.08545 -3.72214  0.134
H157 0.26497 -1.02411 -3.28260  0.035
H158 1.96370 -0.49435 -3.02714  -0.043
C73 -6.96861 -0.98386 1.39274  -0.664
N9 -7.31365 -0.33879 2.68436  0.874
C74 -6.12686 0.37588 3.30306  -1.719
C75 -8.36023 0.77655 2.43622  -0.801
C76 -7.90671 -1.22179 3.78283  -0.316
C77 -9.34502 -1.66882 3.59461  -0.730
O2 -9.34505 -2.61907 2.52292  -0.476
H159 -6.03703 -1.53585 1.54136  0.163
H160 -6.77631 -0.19301 0.63285  0.128
H161 -7.73719 -1.64774 1.04276  0.474
H162 -5.26792 -0.24492 3.35380  0.338
H163 -6.41879 0.85617 4.24688  0.556
H164 -5.76037 1.12288 2.54698  0.524
H165 -8.43709 1.33664 3.35911  0.397
H166 -9.28259 0.27104 2.10840  0.345
H167 -8.06657 1.47140 1.62382  0.104
H168 -7.92594 -0.58846 4.71470  0.308
H169 -7.20310 -2.12537 3.94479  0.361
H170 -10.11347 -0.88167 3.41419  0.319
H171 -9.60272 -2.13354 4.57036  0.410
H172 -10.09951 -3.19301 2.58452  0.313
B1 -3.09417 -0.42857 -4.05858  -0.198
F1 -3.43392 -1.04458 -5.28556  -0.312
F2 -1.93564 -1.01875 -3.54248  -0.009
F3 -2.93045 0.92735 -4.23061  0.037
F4 -4.15831 -0.66784 -3.07718  -0.284
B2 3.87069 2.09450 -2.43203  -0.119
F5 3.71134 1.50809 -1.07952  -0.223
F6 4.62818 1.16607 -3.14795  -0.211
F7 2.62487 2.11544 -3.07194  -0.167
F8 4.48293 3.30135 -2.31537  -0.193
B3 -3.17094 -1.43961 1.75581  -0.772
F9 -3.06854 -0.36287 2.66930  0.572
F10 -3.21249 -1.01419 0.46164  -0.043
F11 -2.08418 -2.37431 1.95955  -0.343
F12 -4.35518 -2.11454 2.22587  -0.442
B4 -4.65641 3.51514 1.70331  -0.225
F13 -4.16465 2.29312 1.40729  -0.072
F14 -5.23572 4.10988 0.53283  0.038
F15 -5.58959 3.25659 2.68589  -0.234
F16 -3.57822 4.31445 2.24090  -0.212
B5 2.02258 -4.25246 -1.42465  -0.454
F17 3.27562 -4.17011 -0.70494  0.149
F18 1.20080 -5.10195 -0.68504  -0.388
F19 1.45713 -3.01151 -1.57320  0.129
F20 2.32225 -4.88329 -2.59069  -0.229
B6 2.42539 3.75675 3.39448  0.046
F21 2.68170 4.31257 2.14584  -0.149
F22 1.07218 3.43930 3.50022  0.004
F23 3.12272 2.51459 3.61413  -0.529
F24 2.76838 4.58479 4.47732  -0.382